(1)
Computed, not measured: the molecule C3H6N2O, with the ωB97M-V functional and the def2-TZVPD basis.

XYZ file:
```
12
Properties=species:S:1:pos:R:3:lowdin_charge:R:1
C -1.752 -0.282 -0.509 -0.08
N -0.988 0.873 -0.052 -0.09
C 0.289 1.005 0.298 -0.12
N 1.023 -0.148 0.218 0.00
C 2.367 -0.130 0.572 -0.34
O 3.084 -1.101 0.519 0.04
H -2.724 -0.291 -0.008 0.08
H -1.915 -0.250 -1.592 0.09
H -1.242 -1.212 -0.255 0.07
H -1.526 1.725 0.005 0.11
H 0.700 -1.062 -0.096 0.13
H 2.683 0.872 0.901 0.12
```

Properties
**E_tot**: -302.6221 a.u.
**Molecular weight**: 86.094 Da
**ΔE to the lowest compared entry with this formula, charge and spin**: 186.5 kJ/mol
**LUMO energy**: 0.7 eV

(2)
Computed, not measured: the molecule CHINO2P at a distorted geometry, with the ωB97M-V functional and the def2-TZVPD basis.

XYZ file:
```
7
Properties=species:S:1:pos:R:3:lowdin_charge:R:1
C 1.380 -0.249 0.046 -0.10
N 0.184 0.992 1.647 0.15
O -0.482 1.311 0.728 -0.28
O -0.584 0.369 -1.854 -0.37
P -0.277 -0.056 -0.532 0.17
I -2.288 -1.307 0.249 0.45
H 2.067 -1.060 -0.285 -0.02
```

Properties
**E_tot**: -882.7595 a.u.
**Molecular weight**: 216.902 Da
**ΔE to the lowest compared entry with this formula, charge and spin**: 649.0 kJ/mol
**LUMO energy (spin up / spin down)**: -2.4 / -1.9 eV

(3)
Computed, not measured: a structure of composition C35H28DyIN3O2PSe at a distorted geometry, with the ωB97M-V functional and the def2-TZVPD basis.

XYZ file:
```
72
Properties=species:S:1:pos:R:3:lowdin_spin:R:1
Dy 1.602 1.063 1.391 5.07
C 4.051 0.918 5.102 0.00
C 3.079 1.501 4.163 0.00
O 2.922 0.971 2.965 -0.01
C 2.475 2.703 4.553 0.00
C 1.504 3.411 3.826 0.00
C 0.764 4.512 4.486 0.00
N 1.331 3.177 2.472 -0.01
N 0.573 4.097 1.785 0.00
C 0.401 3.793 0.538 0.00
O 0.592 2.600 0.073 -0.01
C -0.147 4.720 -0.428 0.00
C -0.195 4.273 -1.768 0.00
C -0.986 4.867 -2.731 0.00
C -1.818 5.916 -2.304 0.00
C -1.539 6.541 -1.130 0.00
C -0.724 5.944 -0.152 0.00
H 4.993 0.657 4.591 0.00
H 3.602 0.015 5.530 0.00
H 4.293 1.643 5.885 0.00
H 2.854 3.164 5.447 0.00
H -0.012 4.961 3.851 0.00
H 1.492 5.260 4.812 0.00
H 0.277 4.163 5.423 0.00
H 0.345 3.322 -2.028 0.00
H -0.898 4.472 -3.722 0.00
H -2.694 6.212 -2.903 0.00
H -1.952 7.500 -0.883 0.00
H -0.529 6.473 0.763 0.00
I -0.505 -0.964 2.251 -0.01
C -1.766 -2.886 1.640 -0.01
C -2.745 -3.148 2.574 0.00
C -3.372 -4.394 2.743 0.00
C -2.970 -5.424 1.928 0.00
C -2.027 -5.178 0.872 0.00
C -1.693 -6.200 -0.007 0.00
C -0.808 -5.969 -1.068 0.00
C -0.307 -4.666 -1.288 0.00
C -0.611 -3.588 -0.424 0.00
P -0.398 -1.860 -0.945 0.00
C -1.873 -1.413 -1.929 0.00
C -1.982 -1.745 -3.292 0.00
C -3.031 -1.223 -4.105 0.00
C -3.989 -0.407 -3.477 0.00
C -3.923 -0.133 -2.123 0.00
C -2.916 -0.690 -1.358 0.00
C 1.022 -1.943 -2.033 0.00
C 2.201 -2.566 -1.522 0.00
C 3.441 -2.391 -2.068 0.00
C 3.502 -1.736 -3.292 0.00
C 2.397 -1.177 -3.855 0.00
C 1.161 -1.153 -3.154 0.00
C -1.355 -3.884 0.762 0.00
H -3.066 -2.343 3.298 0.00
H -4.170 -4.560 3.539 0.00
H -3.249 -6.459 2.102 0.00
H -2.131 -7.158 0.129 0.00
H -0.503 -6.757 -1.761 0.00
H 0.193 -4.477 -2.218 0.00
H -1.212 -2.425 -3.755 0.00
H -3.202 -1.534 -5.121 0.00
H -4.769 0.038 -4.037 0.00
H -4.641 0.527 -1.692 0.00
H -2.974 -0.526 -0.271 0.00
H 2.132 -3.273 -0.676 0.00
H 4.332 -2.827 -1.601 0.00
H 4.469 -1.638 -3.793 0.00
H 2.518 -0.637 -4.786 0.00
H 0.317 -0.485 -3.450 0.00
Se 5.466 -0.410 -1.613 0.00
C 4.178 0.280 -0.694 0.00
N 3.210 0.552 -0.037 -0.01
```

Properties
**Spin multiplicity**: 6
**E_tot**: -5590.7785 a.u.
**Molecular weight**: 921.966 Da
**LUMO energy (spin up / spin down)**: -1.8 / -1.7 eV

(4)
Computed, not measured: the ion C4H6F3N2O with charge +1, with the ωB97M-V functional and the def2-TZVPD basis.

XYZ file:
```
16
Properties=species:S:1:pos:R:3:lowdin_charge:R:1
C 1.330 -0.226 0.822 -0.12
C 1.029 1.454 -0.853 0.09
C -0.806 -0.953 -0.114 -0.19
C -1.649 0.318 0.067 -0.57
N 0.398 -1.132 0.396 0.16
N 1.513 0.983 0.257 0.01
O -1.522 -1.940 -0.622 0.18
F -1.790 1.036 -1.043 0.18
F -2.852 -0.032 0.487 0.21
F -1.101 1.112 0.997 0.17
H 2.018 -0.554 1.579 0.14
H 1.321 2.434 -1.181 0.11
H 0.419 0.861 -1.507 0.09
H 0.685 -2.109 0.516 0.20
H 2.153 1.583 0.776 0.19
H -1.145 -2.832 -0.578 0.16
```

Properties
**Net charge**: +1
**E_tot**: -640.0301 a.u.
**Molecular weight**: 155.099 Da
**ΔE to the lowest compared entry with this formula, charge and spin**: 266.0 kJ/mol
**LUMO energy (spin up / spin down)**: -4.8 / -5.0 eV

(5)
Computed, not measured: a structure of composition C25H27BrN3OSe2Ti at a distorted geometry, with the ωB97M-V functional and the def2-TZVPD basis.

XYZ file:
```
60
Properties=species:S:1:pos:R:3:lowdin_charge:R:1
Ti -0.564 1.762 0.339 0.72
C -0.511 -4.084 -0.669 -0.04
C 0.507 -2.997 -0.887 -0.27
C 1.402 -2.635 0.111 -0.04
C 2.370 -1.653 -0.096 -0.27
C 3.346 -1.298 0.994 -0.04
C 2.445 -1.044 -1.341 -0.04
C 1.567 -1.392 -2.367 -0.27
C 1.722 -0.777 -3.731 -0.04
C 0.593 -2.352 -2.121 -0.03
H -0.457 -4.479 0.346 0.07
H -0.343 -4.915 -1.355 0.09
H -1.527 -3.723 -0.846 0.08
H 1.364 -3.146 1.070 0.12
H 4.137 -2.047 1.064 0.09
H 2.858 -1.251 1.970 0.07
H 3.811 -0.332 0.799 0.06
H 3.212 -0.302 -1.529 0.11
H 1.966 0.284 -3.663 0.08
H 0.815 -0.884 -4.326 0.07
H 2.531 -1.265 -4.276 0.09
H -0.084 -2.640 -2.919 0.12
Se -0.500 4.327 -0.530 0.79
Se 2.022 2.352 0.000 0.76
C 1.797 2.215 1.822 -0.72
C 2.713 2.495 2.854 -0.06
C 2.346 2.255 4.150 -0.03
C 1.061 1.756 4.446 -0.04
C 0.202 1.535 3.411 -0.13
N 0.568 1.757 2.122 -0.15
C -0.725 3.268 -2.029 -0.73
C -0.919 3.708 -3.349 -0.07
C -1.155 2.784 -4.332 -0.03
C -1.196 1.414 -4.020 -0.05
C -0.979 1.039 -2.727 -0.17
N -0.733 1.947 -1.753 -0.15
H 3.689 2.883 2.600 0.12
H 3.043 2.451 4.954 0.12
H 0.752 1.570 5.464 0.11
H -0.811 1.188 3.568 0.12
H -0.898 4.769 -3.556 0.12
H -1.317 3.109 -5.351 0.12
H -1.387 0.669 -4.779 0.11
H -0.971 -0.001 -2.422 0.10
O -3.500 -3.450 2.179 0.13
C -2.829 -2.392 1.732 -0.29
C -1.509 -2.107 2.077 0.02
C -0.920 -0.992 1.538 -0.11
N -1.556 -0.143 0.706 -0.06
C -2.831 -0.434 0.389 -0.69
Br -3.731 0.748 -0.766 0.93
C -3.502 -1.532 0.863 -0.01
H -2.964 -3.993 2.770 0.14
H -0.945 -2.749 2.740 0.14
H 0.109 -0.753 1.767 0.11
H -4.525 -1.731 0.580 0.13
C -2.062 2.681 1.443 -0.30
H -2.661 1.909 1.938 0.01
H -2.680 3.248 0.751 -0.02
H -1.657 3.370 2.184 0.02
```

Properties
**Net charge**: +1
**E_tot**: -9434.5565 a.u.
**Molecular weight**: 671.202 Da
**ΔE to the lowest compared entry with this formula, charge and spin**: 0.0 kJ/mol
**LUMO energy**: -3.7 eV

(6)
Computed, not measured: a cluster of 2 separate species, C12H17N in total at a distorted geometry, with the ωB97M-V functional and the def2-TZVPD basis.

XYZ file:
```
30
Properties=species:S:1:pos:R:3:lowdin_charge:R:1
C 2.050 -1.688 -0.025 -0.14
C 2.024 -0.270 -0.137 -0.29
C 1.227 0.539 0.813 -0.23
C 1.727 1.653 1.430 0.01
N 0.590 2.124 2.252 0.05
C -0.393 1.234 2.293 -0.23
C -1.480 0.968 3.167 -0.05
C -2.344 -0.078 3.006 -0.09
C -2.180 -0.872 1.804 -0.09
C -1.017 -0.761 1.018 -0.02
C -0.076 0.264 1.266 -0.13
H 1.232 -2.237 -0.302 0.00
H 2.399 -2.244 0.969 0.13
H 2.961 -2.031 -0.908 0.16
H 3.056 0.061 0.004 0.12
H 1.592 0.088 -1.100 0.11
H 2.491 2.360 0.994 0.14
H 0.478 3.122 2.436 0.15
H -1.450 1.558 4.077 0.10
H -3.256 -0.226 3.632 0.11
H -2.810 -1.739 1.675 0.08
H -0.825 -1.459 0.189 0.10
C -1.331 0.449 -3.678 -0.18
C -0.086 -0.509 -3.419 -0.15
H -1.496 1.231 -2.957 0.04
H -1.463 0.772 -4.698 0.05
H -2.284 -0.077 -3.366 0.07
H -0.452 -1.554 -3.721 0.07
H 0.665 -0.212 -4.288 0.09
H 0.452 -0.466 -2.428 0.03
```

Properties
**SMILES**: CCc1c[nH]c2ccccc12.CC
**E_tot**: -522.1018 a.u.
**Molecular weight**: 175.275 Da
**ΔE to the lowest compared entry with this formula, charge and spin**: 310.9 kJ/mol
**LUMO energy**: 0.9 eV

(7)
Computed, not measured: the ion C4H9N3 with charge +2 at a distorted geometry, with the ωB97M-V functional and the def2-TZVPD basis.

XYZ file:
```
16
Properties=species:S:1:pos:R:3:lowdin_charge:R:1
C -2.082 -1.728 -0.118 0.16
C -1.258 -0.844 0.385 -0.06
N -0.603 0.257 -0.430 -0.16
C -0.590 1.721 -0.108 0.08
N 0.665 -0.137 -0.731 0.19
C 1.824 -0.227 0.062 0.13
N 3.044 -0.320 0.307 0.29
H -2.446 -2.407 0.681 0.13
H -2.397 -1.638 -1.156 0.11
H -0.743 -0.709 1.274 0.11
H -0.892 0.324 -1.463 0.24
H -0.621 1.703 0.967 0.12
H 0.303 2.264 -0.285 0.11
H -1.385 2.214 -0.510 0.09
H 3.454 -0.925 1.064 0.22
H 3.727 0.450 0.062 0.22
```

Properties
**Net charge**: +2
**SMILES**: C=C[N@@H+](C)N=C=[NH2+]
**E_tot**: -321.1835 a.u.
**Molecular weight**: 99.137 Da
**ΔE to the lowest compared entry with this formula, charge and spin**: 569.5 kJ/mol
**LUMO energy**: -10.9 eV

(8)
Computed, not measured: a cluster of 6 separate species, H12O6 in total at a distorted geometry, with the ωB97M-V functional and the def2-TZVPD basis.

XYZ file:
```
18
Properties=species:S:1:pos:R:3:lowdin_charge:R:1
O 1.842 1.357 -0.527 -0.05
H 1.582 0.427 -0.605 0.01
H 2.713 1.732 -0.648 0.05
O -1.089 -3.177 -0.646 -0.07
H -2.023 -3.055 -0.842 0.03
H -0.800 -2.258 -0.540 -0.01
O 1.483 -1.726 -0.983 -0.06
H 2.434 -1.913 -0.947 0.06
H 1.176 -2.069 -1.839 0.06
O -0.846 -0.030 -1.114 -0.05
H -1.138 0.125 -0.205 0.03
H -0.153 0.605 -1.301 0.01
O -2.565 1.743 0.999 -0.06
H -2.707 1.106 1.712 0.04
H -1.789 2.168 1.398 0.01
O 0.231 1.611 2.151 -0.06
H 1.010 1.890 2.654 0.05
H 0.639 1.465 1.284 0.00
```

Properties
**SMILES**: O.O.O.O.O.O
**E_tot**: -458.6221 a.u.
**Molecular weight**: 108.090 Da
**ΔE to the lowest compared entry with this formula, charge and spin**: 132.3 kJ/mol
**LUMO energy**: 0.2 eV

(9)
Computed, not measured: the molecule C5H10S3 at a distorted geometry, with the ωB97M-V functional and the def2-TZVPD basis.

XYZ file:
```
18
Properties=species:S:1:pos:R:3:lowdin_charge:R:1
C -0.633 -0.200 -3.657 -0.44
S -1.294 -0.231 -1.915 0.83
C -0.072 -0.855 -0.922 -1.19
S 1.486 -1.057 -1.421 0.66
C -0.458 -1.035 0.527 -0.34
C -0.083 0.310 1.106 -0.37
C -0.447 0.637 2.536 -0.67
S 0.614 1.777 3.473 0.60
H -1.471 -0.360 -4.500 0.07
H 0.237 0.608 -3.916 0.08
H 0.120 -1.206 -3.698 0.05
H -1.583 -1.051 0.557 0.10
H -0.084 -2.102 0.837 0.16
H -0.634 1.234 0.502 0.17
H 1.014 0.219 1.144 0.09
H -0.602 -0.450 2.908 0.10
H -1.574 1.231 2.586 0.14
H 1.848 0.911 3.842 -0.04
```

Properties
**SMILES**: CSC(=S)CCCS
**E_tot**: -1390.9417 a.u.
**Molecular weight**: 166.336 Da
**ΔE to the lowest compared entry with this formula, charge and spin**: 339.6 kJ/mol
**LUMO energy**: -0.1 eV

(10)
Computed, not measured: the molecule C5H8O at a distorted geometry, with the ωB97M-V functional and the def2-TZVPD basis.

XYZ file:
```
14
Properties=species:S:1:pos:R:3:lowdin_charge:R:1
C -0.847 -2.074 -1.337 0.14
C 0.050 -1.460 -0.796 -0.05
C -0.285 -0.497 0.302 -0.42
O -1.723 -0.573 0.436 -0.08
C 0.013 0.967 0.006 -0.22
C 1.489 1.350 -0.086 -0.10
H -1.789 -2.487 -1.628 0.06
H 0.180 -0.796 1.249 0.14
H -1.949 -1.352 0.963 0.10
H -0.494 1.216 -0.933 0.12
H -0.480 1.542 0.799 0.12
H 2.038 1.139 0.839 0.07
H 1.588 2.427 -0.269 0.07
H 2.000 0.832 -0.905 0.07
```

Properties
**SMILES**: C#C[C@H](O)CC
**E_tot**: -270.4260 a.u.
**Molecular weight**: 84.118 Da
**ΔE to the lowest compared entry with this formula, charge and spin**: 346.3 kJ/mol
**LUMO energy**: 0.7 eV

(11)
Computed, not measured: a structure of composition C29H43ClGeMnNO3S at a distorted geometry, with the ωB97M-V functional and the def2-TZVPD basis.

XYZ file:
```
80
Properties=species:S:1:pos:R:3:lowdin_spin:R:1
Mn 0.024 0.038 -0.688 4.05
C 1.717 -3.291 0.494 0.00
C 0.605 -2.874 1.454 0.00
C 1.112 -2.948 2.893 0.00
C -0.622 -3.768 1.279 0.00
O 0.222 -1.533 1.135 0.04
Ge 0.043 -0.015 2.184 0.01
O -1.329 0.418 0.806 0.03
C -2.694 0.757 1.076 0.00
C -3.535 0.254 -0.093 0.00
C -3.135 0.075 2.370 0.00
C -2.825 2.274 1.209 0.00
O 1.155 0.910 0.623 0.07
C 2.512 1.343 0.770 0.01
C 2.911 2.187 -0.444 0.00
C 2.591 2.182 2.049 0.00
C 3.442 0.135 0.891 0.00
H 2.092 -4.282 0.752 0.00
H 1.359 -3.312 -0.538 0.00
H 2.540 -2.580 0.555 0.00
H 1.383 -3.971 3.150 0.00
H 1.995 -2.315 3.017 0.00
H 0.341 -2.608 3.588 0.00
H -0.336 -4.820 1.302 0.00
H -1.349 -3.583 2.072 0.00
H -1.102 -3.555 0.323 0.00
H -3.405 -0.824 -0.212 0.00
H -4.590 0.466 0.079 0.00
H -3.227 0.748 -1.017 0.00
H -2.974 -1.003 2.298 0.00
H -2.558 0.458 3.216 0.00
H -4.189 0.265 2.565 0.00
H -2.546 2.760 0.274 0.00
H -3.853 2.546 1.450 0.00
H -2.169 2.633 2.005 0.00
H 2.117 2.888 -0.704 0.00
H 3.814 2.755 -0.223 0.00
H 3.104 1.553 -1.309 0.00
H 1.837 2.969 2.024 0.00
H 2.404 1.551 2.921 0.00
H 3.578 2.631 2.152 0.00
H 3.420 -0.452 -0.028 0.00
H 4.467 0.462 1.068 0.00
H 3.131 -0.499 1.725 0.00
C 1.060 7.195 -0.639 0.00
C 0.008 6.248 -0.041 0.00
C -1.175 7.059 0.510 0.00
C 0.654 5.485 1.117 0.00
C -0.495 5.309 -1.130 0.00
C -1.099 5.858 -2.281 0.01
C -1.601 5.082 -3.302 0.00
C -1.496 3.701 -3.187 0.01
S -2.060 2.449 -4.246 0.01
C -1.443 1.266 -3.136 0.00
N -0.872 1.755 -2.075 0.06
C -0.886 3.130 -2.061 0.01
C -0.394 3.936 -1.031 0.00
C -1.576 -0.173 -3.286 0.08
C -2.405 -0.767 -4.230 0.00
C -2.533 -2.148 -4.273 0.10
C -1.838 -2.956 -3.375 -0.01
C -0.974 -2.383 -2.458 0.08
C -0.921 -1.000 -2.355 0.15
H 1.483 7.824 0.146 0.00
H 0.630 7.851 -1.396 0.00
H 1.871 6.627 -1.098 0.00
H -0.831 7.725 1.303 0.00
H -1.936 6.395 0.924 0.00
H -1.640 7.672 -0.262 0.00
H 0.956 6.195 1.888 0.00
H 1.547 4.953 0.785 0.00
H -0.044 4.777 1.571 0.00
H -1.181 6.932 -2.372 0.00
H -2.069 5.539 -4.164 0.00
H 0.036 3.439 -0.170 0.00
H -2.947 -0.140 -4.927 0.00
H -3.164 -2.602 -5.025 0.01
H -1.937 -4.032 -3.413 0.00
H -0.380 -3.017 -1.812 0.00
Cl 1.405 -0.546 -2.189 0.27
```

Properties
**Net charge**: +1
**Spin multiplicity**: 6
**E_tot**: -5497.5080 a.u.
**Molecular weight**: 648.735 Da
**ΔE to the lowest compared entry with this formula, charge and spin**: 229.6 kJ/mol
**LUMO energy (spin up / spin down)**: -4.2 / -6.0 eV

(12)
Computed, not measured: the molecule HN3O5 at a distorted geometry, with the ωB97M-V functional and the def2-TZVPD basis.

XYZ file:
```
9
Properties=species:S:1:pos:R:3:lowdin_spin:R:1
N -0.120 -0.010 -0.633 0.46
N 1.245 -0.672 0.085 0.23
N -0.441 1.122 0.036 0.27
O 2.192 -0.207 -0.368 0.07
O 0.959 -1.454 0.882 0.15
O 0.577 1.704 0.433 0.43
O -1.614 1.404 0.239 0.20
O -1.088 -0.925 -0.717 0.17
H -1.710 -0.963 0.044 0.01
```

Properties
**Spin multiplicity**: 3
**E_tot**: -540.6070 a.u.
**Molecular weight**: 123.024 Da
**LUMO energy (spin up / spin down)**: -0.2 / -4.6 eV

Which of these has the highest E_tot? C5H8O

The highest molecular weight belongs to which entry? C35H28DyIN3O2PSe